(1)
113
Properties=species:S:1:pos:R:3 method="wB97M-V/def2-TZVPD" s2=2.0227 e_homo_ev="-2.08 / -2.10" total_energy_ha=-3777.88980 relative_energy_ev=0.000 spin_multiplicity=3 charge=-2 homo_lumo_gap_ev="5.81 / 5.74"
W 0.272 0.186 -0.266
C -4.880 1.028 -0.798
C -4.421 -0.206 -0.118
N -5.183 -1.161 0.301
N -4.307 -2.060 0.845
C -3.005 -1.692 0.806
S -1.725 -2.546 1.396
N -3.096 -0.475 0.155
N -2.072 0.416 -0.203
H -5.967 1.016 -0.823
H -4.500 1.081 -1.822
H -4.533 1.910 -0.253
H -4.630 -2.876 1.330
H -2.176 0.590 -1.198
H -2.233 1.300 0.323
C 3.645 -1.421 -5.019
C 3.866 -0.022 -4.457
N 2.678 0.822 -4.494
C 2.473 1.645 -5.684
C 1.515 1.021 -6.692
C 1.758 0.805 -3.489
S 2.001 -0.288 -2.219
N 0.735 1.678 -3.725
C -0.204 1.973 -2.858
O -0.345 1.601 -1.666
C -1.281 2.908 -3.343
C -1.406 3.216 -4.695
C -2.428 4.047 -5.126
C -3.324 4.582 -4.208
C -3.195 4.286 -2.859
C -2.177 3.447 -2.424
H 4.537 -2.032 -4.862
H 3.435 -1.396 -6.090
H 2.813 -1.902 -4.506
H 4.644 0.496 -5.021
H 4.200 -0.088 -3.423
H 3.456 1.791 -6.136
H 2.099 2.618 -5.376
H 1.864 0.042 -7.021
H 1.420 1.663 -7.572
H 0.531 0.900 -6.241
H -0.695 2.794 -5.392
H -2.528 4.277 -6.180
H -4.121 5.233 -4.547
H -3.882 4.700 -2.131
H -2.089 3.224 -1.366
N -4.098 -6.685 -6.383
C -3.608 -5.916 -5.679
C -2.996 -4.958 -4.802
C -1.685 -4.539 -5.032
C -1.100 -3.612 -4.194
C -1.806 -3.077 -3.105
C -3.122 -3.516 -2.884
C -3.712 -4.441 -3.720
C -1.206 -2.119 -2.247
C -0.673 -1.327 -1.487
H -1.131 -4.944 -5.869
H -0.085 -3.281 -4.364
H -3.668 -3.118 -2.038
H -4.726 -4.771 -3.539
N 4.301 -5.150 3.354
C 3.682 -4.352 2.800
C 2.909 -3.359 2.106
C 2.303 -3.664 0.888
C 1.554 -2.702 0.233
C 1.369 -1.412 0.754
C 2.024 -1.133 1.966
C 2.773 -2.079 2.644
H 2.416 -4.657 0.469
H 1.075 -2.970 -0.702
H 1.946 -0.143 2.397
H 3.243 -1.831 3.588
O 3.443 2.752 0.879
C 2.283 2.376 0.901
O 1.836 1.392 0.163
C 1.251 3.026 1.774
C 1.609 3.778 2.823
C 0.625 4.363 3.719
C -0.693 4.227 3.453
C -1.132 3.493 2.312
C -0.182 2.692 1.477
N -2.415 3.516 1.946
O -2.776 2.800 0.920
O -3.296 4.174 2.555
H 2.668 3.935 2.993
H 0.959 4.911 4.592
H -1.455 4.669 4.081
H -0.377 2.929 0.423
C -0.322 1.158 1.611
C -0.678 0.650 2.742
C -1.032 0.107 3.895
C -2.457 -0.099 4.245
C -2.850 -0.752 5.414
C -4.193 -0.937 5.717
C -5.179 -0.459 4.868
C -4.801 0.231 3.721
C -3.465 0.414 3.419
C 0.065 -0.333 4.801
C 1.037 0.575 5.217
C 2.110 0.161 5.994
C 2.225 -1.168 6.379
C 1.265 -2.083 5.964
C 0.199 -1.670 5.180
H -2.100 -1.123 6.100
H -4.465 -1.457 6.629
H -6.227 -0.602 5.104
H -5.552 0.646 3.059
H -3.190 0.996 2.548
H 0.946 1.611 4.910
H 2.861 0.883 6.294
H 3.067 -1.494 6.978
H 1.365 -3.130 6.226
H -0.521 -2.395 4.818

***

(2)
22
Properties=species:S:1:pos:R:3 method="wB97M-V/def2-TZVPD" e_homo_ev=-9.11 total_energy_ha=-366.63291 smiles=CCNCC.O.O relative_energy_ev=0.497 spin_multiplicity=1 homo_lumo_gap_ev=9.96
C -1.638 1.483 1.224
C -0.862 0.260 1.655
N -0.068 -0.249 0.544
C 0.379 -1.632 0.638
C 1.161 -2.038 -0.576
H -2.299 1.222 0.404
H -2.140 1.926 2.081
H -0.961 2.233 0.786
H -1.578 -0.505 1.996
H -0.180 0.456 2.475
H -0.548 -0.095 -0.337
H -0.463 -2.294 0.856
H 1.024 -1.677 1.520
H 1.927 -1.284 -0.768
H 0.539 -2.130 -1.466
H 1.700 -2.968 -0.407
H -0.496 1.067 -3.556
H 0.173 0.845 -2.235
O -0.450 0.422 -2.845
H 1.230 1.018 -0.345
H 2.124 2.236 -0.629
O 1.426 1.705 -1.015

***

(3)
71
Properties=species:S:1:pos:R:3 method="wB97M-V/def2-TZVPD" e_homo_ev=-9.72 total_energy_ha=-1384.67909 smiles="NC(N)=O.CCO.CCO.CCO.CO.CO.CO.CO.CO.CO" relative_energy_ev=3.981 spin_multiplicity=1 homo_lumo_gap_ev=9.80
C 12.829 -1.726 23.449
O 13.898 -1.205 24.218
H 13.129 -2.675 22.997
H 11.991 -1.908 24.119
H 12.517 -1.017 22.677
H 14.631 -0.962 23.649
C 7.498 -0.454 28.183
O 6.910 -1.722 28.419
H 7.686 -0.223 27.132
H 6.916 0.266 28.754
H 8.511 -0.402 28.601
H 7.564 -2.419 28.314
C 9.664 0.151 24.627
O 10.077 0.503 25.940
H 10.549 -0.310 24.187
H 8.865 -0.593 24.665
H 9.478 1.078 24.086
H 9.524 1.156 26.375
C 9.692 -0.307 20.435
O 8.366 0.226 20.680
H 10.335 -0.121 21.289
H 9.533 -1.376 20.275
H 10.096 0.021 19.477
H 7.716 -0.424 20.411
C 11.111 3.492 22.870
O 12.375 3.343 23.481
H 11.217 3.914 21.868
H 10.621 2.522 22.885
H 10.496 4.133 23.509
H 12.752 4.184 23.744
C 7.990 3.363 26.170
O 9.330 3.415 26.695
H 7.749 4.402 25.946
H 8.006 2.854 25.205
H 7.243 2.919 26.824
H 9.373 2.966 27.543
C 4.820 1.973 24.717
O 4.999 3.151 25.029
N 5.752 1.113 24.233
N 3.589 1.404 24.856
H 6.687 1.424 24.016
H 5.341 0.256 23.925
H 2.858 2.025 25.151
H 3.437 0.550 24.358
C 7.226 4.573 22.423
C 7.861 3.369 21.761
O 8.069 2.292 22.649
H 7.307 5.495 21.847
H 7.812 4.828 23.309
H 6.190 4.353 22.679
H 8.862 3.644 21.408
H 7.231 3.053 20.925
H 8.288 1.534 22.085
C 11.898 -0.653 28.489
C 12.064 -1.969 27.704
O 10.837 -2.279 27.092
H 11.941 0.220 27.838
H 12.651 -0.460 29.260
H 10.986 -0.673 29.087
H 12.176 -2.743 28.466
H 12.943 -1.960 27.058
H 10.450 -1.588 26.544
C 6.382 -2.547 23.711
C 7.579 -2.928 22.819
O 8.533 -3.739 23.489
H 5.731 -1.847 23.190
H 6.731 -2.137 24.659
H 5.789 -3.430 23.953
H 7.958 -1.983 22.411
H 7.193 -3.453 21.939
H 9.044 -4.114 22.764